Entry 1:
C5H3CdO3 as an isolated structure, computed with wB97M-V/def2-TZVPD.

* net charge: +1
* multiplicity: 1
* gap between HOMO and LUMO: 4.68 eV
* LUMO: -7.4596 eV
* E_HOMO: -12.1 eV

The geometry in XYZ format:
```
12
C5H3CdO3 | the OMol25 dataset | wB97M-V/def2-TZVPD
C 0.457 -1.024 0.330
C -0.113 -1.978 0.981
O -0.706 -2.822 1.541
C 1.665 -0.433 -0.310
C 0.644 0.481 0.287
O -0.205 1.235 -0.447
C -2.959 1.665 0.362
O -2.862 1.645 -0.792
Cd -1.162 1.355 -2.004
H 2.624 -0.559 0.199
H 1.719 -0.493 -1.401
H 0.898 0.929 1.256
```

Entry 2:
C3H5F2NO as an isolated structure, computed with wB97M-V/def2-TZVPD.

* net charge: 0
* multiplicity: 1
* gap between HOMO and LUMO: 10.39 eV
* LUMO: 0.4603 eV
* E_HOMO: -9.9 eV

The geometry in XYZ format:
```
12
C3H5F2NO | the OMol25 dataset | wB97M-V/def2-TZVPD
C -1.144 -0.248 1.025
C -0.702 0.560 -0.125
C 1.644 0.342 -1.275
H -0.917 0.305 1.965
H -1.003 -0.167 -0.882
H -1.255 1.398 -0.353
H 1.297 1.364 0.734
H 1.258 -0.660 -1.721
N 0.685 0.896 -0.359
O 2.807 0.624 -1.221
F -0.418 -1.436 0.911
F -2.406 -0.501 0.731
```

Entry 3:
C5H11N2S as an isolated structure, computed with wB97M-V/def2-TZVPD.

* net charge: +1
* multiplicity: 1
* gap between HOMO and LUMO: 9.48 eV
* LUMO: -4.1091 eV
* E_HOMO: -13.6 eV

The geometry in XYZ format:
```
19
C5H11N2S | the OMol25 dataset | wB97M-V/def2-TZVPD
C 0.185 -0.225 1.059
C 1.363 2.160 -0.279
C 0.178 -0.929 -1.241
C -0.361 -2.549 0.480
C -0.997 1.928 0.276
N -0.029 -1.157 0.174
N 0.411 1.506 0.131
S 0.446 -0.010 2.590
H 1.229 3.240 -0.394
H 2.248 1.545 -0.359
H -0.505 -0.167 -1.651
H 1.287 -0.763 -1.423
H 0.540 -3.108 0.530
H -0.936 -2.561 1.444
H -0.932 -2.937 -0.441
H -1.323 1.913 1.330
H -1.196 2.841 -0.147
H -1.551 1.075 -0.314
H -0.058 -1.802 -1.765
```

Entry 4:
One molecule with the formula C4H7N3O, computed with wB97M-V/def2-TZVPD.

* net charge: 0
* SMILES: Nc1cc(O)cn1N
* multiplicity: 1
* gap between HOMO and LUMO: 7.96 eV
* LUMO: 0.8175 eV
* E_HOMO: -7.1 eV

The geometry in XYZ format:
```
15
C4H7N3O | the OMol25 dataset | wB97M-V/def2-TZVPD
N -0.286 1.902 -1.436
C 0.008 0.734 -0.698
C 0.604 -0.428 -1.091
C 0.441 -1.371 -0.034
O 0.929 -2.639 -0.044
C -0.240 -0.733 1.020
N -0.440 0.546 0.588
N -0.925 1.606 1.363
H 0.368 2.185 -2.203
H -0.557 2.719 -0.879
H 1.032 -0.600 -2.055
H 1.361 -2.731 0.839
H -0.637 -1.109 1.984
H -1.903 1.377 1.615
H -0.423 1.685 2.262
```

Entry 5:
C38H36N3O5PPm as an isolated structure, computed with wB97M-V/def2-TZVPD.

* net charge: -1
* expectation value of S²: 6.0048
* multiplicity: 5
* gap between HOMO and LUMO (spin up / spin down): 6.34 / 6.37 eV
* LUMO (spin up / spin down): 2.3732 / 2.3828 eV
* E_HOMO (spin up / spin down): -4.0 / -4.0 eV

The geometry in XYZ format:
```
84
C38H36N3O5PPm | the OMol25 dataset | wB97M-V/def2-TZVPD
Pm -0.604 -0.004 0.784
C -4.054 1.228 3.798
O -4.553 2.147 2.753
C -3.649 3.070 2.282
C -4.111 4.391 2.284
C -3.387 5.413 1.716
C -2.124 5.148 1.166
C -1.668 3.780 1.090
C -0.487 3.554 0.361
N 0.165 2.377 0.219
N 1.338 2.455 -0.400
C 2.142 1.380 -0.124
O 1.755 0.375 0.593
C 3.540 1.513 -0.618
C 3.986 2.815 -1.084
C 5.240 2.884 -1.664
C 6.112 1.747 -1.779
C 5.671 0.547 -1.289
C 4.436 0.420 -0.664
C -2.408 2.726 1.633
O -1.977 1.493 1.587
H -3.110 0.732 3.473
H -4.890 0.514 3.935
H -3.918 1.765 4.721
H -5.072 4.628 2.711
H -3.719 6.460 1.789
H -1.457 5.924 0.823
H -0.032 4.393 -0.198
H 3.339 3.705 -0.901
H 5.543 3.850 -2.137
H 7.063 1.786 -2.347
H 6.226 -0.391 -1.379
H 4.178 -0.578 -0.298
O -1.979 -3.156 3.606
C -1.576 -2.167 2.999
O -1.929 -1.670 1.885
C -0.538 -1.403 3.802
C -0.272 -1.692 5.135
C 0.587 -0.879 5.844
C 1.048 0.311 5.232
C 0.688 0.564 3.913
N -0.010 -0.304 3.191
H -0.639 -2.580 5.526
H 0.923 -1.169 6.828
H 1.687 0.961 5.807
H 0.936 1.529 3.450
C -2.804 0.535 -3.015
P -3.001 -0.083 -1.302
C -4.527 0.665 -0.526
C -3.496 -1.788 -1.740
H -3.659 0.353 -3.651
H -1.926 -0.055 -3.389
H -2.482 1.595 -3.047
H -5.436 0.179 -0.901
H -4.553 1.753 -0.757
H -4.422 0.525 0.581
H -4.462 -1.863 -2.259
H -3.473 -2.333 -0.790
H -2.705 -2.238 -2.365
C 2.397 -2.527 -5.916
C 2.383 -1.180 -5.651
C 1.805 -0.631 -4.526
C 1.236 -1.488 -3.576
C 1.363 -2.882 -3.766
C 1.905 -3.413 -4.966
C 0.481 -0.943 -2.453
C 0.275 -1.517 -1.305
C 0.794 -2.632 -0.621
C 0.040 -3.346 0.335
C 0.645 -4.227 1.229
C 1.948 -4.608 1.053
C 2.694 -4.057 -0.025
C 2.132 -3.131 -0.865
H 2.795 -2.959 -6.840
H 2.902 -0.558 -6.371
H 1.826 0.414 -4.407
H 1.034 -3.556 -2.980
H 1.907 -4.508 -5.045
H 0.070 0.070 -2.611
H -1.033 -3.099 0.402
H 0.032 -4.646 2.031
H 2.419 -5.309 1.737
H 3.707 -4.462 -0.130
H 2.750 -2.648 -1.626
```

Entry 6:
C6H8S2 as an isolated structure, computed with wB97M-V/def2-TZVPD.

* net charge: 0
* multiplicity: 1
* gap between HOMO and LUMO: 8.50 eV
* LUMO: 0.0410 eV
* E_HOMO: -8.5 eV

The geometry in XYZ format:
```
16
C6H8S2 | the OMol25 dataset | wB97M-V/def2-TZVPD
C 0.843 -0.374 0.102
C -0.295 -0.725 -0.933
C -1.433 0.072 -0.564
C -0.677 1.046 0.373
C 0.117 0.154 1.381
C 0.618 1.140 -0.194
H 2.329 -2.384 -0.075
H 0.148 -0.496 -1.918
H -0.556 -1.783 -0.990
H -1.991 0.648 -1.503
H -2.287 -0.482 -0.110
H -1.371 1.876 0.727
H -0.546 -0.566 2.028
H 0.819 0.612 2.094
S 2.441 -0.968 -0.073
S 1.842 2.230 -0.344
```

Entry 7:
A 2-piece molecular cluster, C2H4O2S overall, computed with wB97M-V/def2-TZVPD.

* net charge: 0
* multiplicity: 1
* gap between HOMO and LUMO: 9.24 eV
* LUMO: -0.5721 eV
* E_HOMO: -9.8 eV

The geometry in XYZ format:
```
9
C2H4O2S | the OMol25 dataset | wB97M-V/def2-TZVPD
C -1.757 -1.240 -0.709
C 1.575 1.527 0.747
O -2.050 -0.134 -0.408
O 1.006 -1.000 0.423
S 1.671 0.170 -0.186
H -1.486 -1.267 -1.796
H -1.649 -2.176 -0.031
H 0.739 1.608 1.382
H 1.951 2.512 0.578
```